C72H182N10O24 | the ωB97M-V functional and the def2-TZVPD basis

* energy relative to the best compared isomer or geometry (same formula, charge and spin): 77.2 kcal per mole

Each line ends with the Mulliken charge.
Atoms and positions in Å:
C -2.589 -29.247 26.268  0.0541
C -1.817 -29.470 24.930  0.7830
C -2.536 -30.395 23.961  -1.5763
O -1.650 -28.219 24.388  0.4286
H -3.316 -28.437 26.206  -0.3230
H -1.861 -29.018 27.046  -0.5294
H -3.187 -30.096 26.599  0.6407
H -0.792 -29.817 25.067  0.0419
H -2.065 -30.478 22.982  0.3383
H -3.528 -29.984 23.775  0.1610
H -2.614 -31.398 24.378  0.4638
H -1.317 -28.282 23.490  -0.5045
C -3.714 -24.414 21.093  -0.9065
C -3.695 -22.914 21.035  -0.1475
C -4.917 -22.310 21.706  1.2380
O -2.536 -22.546 21.722  -0.6298
H -4.563 -24.852 20.569  0.4829
H -3.670 -24.841 22.095  -0.1410
H -2.847 -24.733 20.514  0.2865
H -3.612 -22.635 19.984  0.5150
H -5.129 -22.785 22.664  -0.6666
H -5.779 -22.473 21.058  -0.1645
H -4.739 -21.238 21.791  -0.2358
H -2.511 -22.901 22.614  0.1862
C 1.677 -28.900 26.782  -1.1267
C 1.504 -27.505 26.183  0.7907
C 1.997 -27.328 24.715  -1.2502
O 0.137 -27.147 26.297  0.9360
H 2.726 -29.195 26.812  0.4601
H 0.991 -29.625 26.344  0.1306
H 1.346 -28.884 27.820  0.1138
H 2.169 -26.850 26.746  0.3276
H 1.475 -28.024 24.057  0.2600
H 3.058 -27.532 24.570  0.5472
H 1.846 -26.328 24.307  -0.0753
H -0.351 -27.681 25.667  -0.8578
C -0.343 -26.168 21.904  -0.0664
C -0.171 -27.306 20.889  0.2371
C 1.245 -27.334 20.254  -1.4203
O -0.346 -28.487 21.622  -0.4603
H -0.470 -25.250 21.330  0.5974
H 0.533 -25.933 22.508  -0.3808
H -1.258 -26.254 22.489  -0.1368
H -0.896 -27.251 20.077  0.4384
H 1.460 -26.343 19.852  0.3765
H 1.337 -28.095 19.479  0.4300
H 2.009 -27.477 21.018  0.2336
H -0.672 -29.192 21.057  0.2678
C 3.850 -19.610 23.913  -0.7916
O 3.116 -19.969 25.072  -0.3684
C 1.881 -19.311 25.227  -0.8413
C 1.306 -19.430 26.696  -0.6445
N 0.972 -20.810 27.007  0.2506
C 0.545 -20.800 28.368  -0.5768
C 0.293 -22.285 28.707  0.1272
O 1.521 -23.020 28.596  -0.4448
C 1.463 -24.400 28.935  -0.6363
H 3.996 -18.530 23.920  0.3660
H 3.264 -20.020 23.091  0.2896
H 4.831 -20.083 23.858  0.2571
H 1.159 -19.749 24.538  0.3068
H 1.916 -18.241 25.020  0.5420
H 0.361 -18.886 26.703  0.1563
H 1.963 -18.953 27.423  0.5790
H 1.765 -21.414 26.840  0.2574
H -0.362 -20.219 28.530  -0.1326
H 1.278 -20.309 29.009  0.6106
H -0.485 -22.703 28.067  -0.6053
H -0.063 -22.331 29.736  0.6308
H 0.777 -25.027 28.366  0.0336
H 1.189 -24.511 29.984  0.3370
H 2.467 -24.822 28.894  0.4137
C -7.860 -12.556 22.766  -0.6739
O -6.475 -12.539 22.541  -0.3350
C -6.144 -12.682 21.212  -0.5993
C -6.234 -14.196 20.804  -0.6085
N -5.330 -14.983 21.622  -0.2736
C -5.517 -16.391 21.331  -0.9513
C -4.545 -17.246 22.208  0.0318
O -4.928 -17.120 23.546  -0.3932
C -4.137 -17.696 24.586  -0.9951
H -8.350 -11.749 22.220  0.3029
H -7.961 -12.291 23.819  0.2230
H -8.254 -13.535 22.495  0.2760
H -5.129 -12.307 21.085  0.2935
H -6.740 -11.993 20.613  0.4145
H -6.062 -14.348 19.738  0.4143
H -7.254 -14.578 20.846  0.2997
H -5.494 -14.837 22.608  0.2510
H -5.209 -16.537 20.296  0.3472
H -6.528 -16.751 21.520  0.3780
H -3.534 -16.886 22.016  0.4963
H -4.739 -18.280 21.920  -0.0357
H -3.681 -18.654 24.336  0.5964
H -4.652 -17.812 25.540  -0.0294
H -3.305 -17.028 24.810  0.5807
C -0.164 -17.071 29.437  -0.6596
O -0.072 -17.065 30.828  -0.3159
C 0.801 -16.085 31.255  -0.7466
C 0.878 -16.059 32.829  -0.4284
N 1.606 -17.171 33.366  -0.5046
C 1.231 -17.374 34.762  -0.7770
C 1.504 -16.175 35.709  -0.6346
O 0.388 -15.273 35.718  -0.2900
C 0.678 -14.192 36.627  -0.8046
H 0.792 -17.260 28.949  0.4347
H -0.581 -16.169 28.987  0.4471
H -0.868 -17.870 29.204  0.0116
H 0.392 -15.128 30.930  0.3475
H 1.813 -16.242 30.883  0.3361
H -0.126 -16.207 33.228  0.4019
H 1.215 -15.044 33.041  0.3090
H 1.232 -17.988 32.904  0.2454
H 1.748 -18.253 35.146  0.4761
H 0.198 -17.691 34.910  0.3997
H 2.391 -15.618 35.410  0.3826
H 1.701 -16.559 36.710  0.4842
H -0.003 -13.362 36.438  0.2728
H 1.641 -13.689 36.536  0.3280
H 0.565 -14.513 37.663  0.3022
C -2.755 -20.459 26.957  -0.3104
O -3.064 -20.724 25.599  0.8570
C -1.903 -21.027 24.768  -1.4572
C -1.442 -22.485 24.884  0.5335
N -2.443 -23.450 24.413  1.7163
C -2.122 -24.846 24.788  0.3985
C -2.286 -25.157 26.278  0.1503
O -3.363 -24.458 26.857  0.2435
C -3.508 -24.775 28.265  -0.9182
H -2.244 -21.248 27.509  -0.4204
H -3.670 -20.413 27.546  -0.1834
H -2.225 -19.531 27.173  0.4216
H -1.131 -20.308 25.043  0.0487
H -2.259 -20.832 23.756  0.4011
H -1.352 -22.519 25.970  -0.2239
H -0.471 -22.563 24.396  -0.0257
H -3.261 -23.198 24.948  -0.8671
H -1.102 -25.095 24.494  -0.5087
H -2.842 -25.409 24.195  -0.4609
H -1.340 -25.097 26.816  -0.1314
H -2.420 -26.226 26.444  -0.2929
H -3.616 -25.823 28.542  0.0310
H -4.355 -24.150 28.547  0.4827
H -2.683 -24.362 28.846  0.1792
C 0.085 -31.060 35.075  -0.3731
O 0.201 -29.651 35.204  -0.3884
C -1.050 -29.009 35.227  0.6858
C -0.785 -27.487 35.115  -0.8064
N -0.440 -27.087 33.729  -0.4308
C -1.668 -26.964 32.873  -0.6236
C -1.398 -26.772 31.334  0.2400
O -0.908 -28.006 30.807  -0.4241
C -0.525 -27.987 29.459  -1.0799
H -0.287 -31.503 35.999  0.3150
H 1.072 -31.463 34.844  0.3001
H -0.588 -31.357 34.271  -0.1106
H -1.609 -29.304 36.115  0.5516
H -1.644 -29.374 34.389  -0.7308
H 0.034 -27.327 35.816  0.3537
H -1.690 -27.008 35.488  0.3921
H 0.118 -27.827 33.328  0.3304
H -2.361 -26.250 33.319  0.4778
H -2.224 -27.901 32.853  -0.2378
H -0.618 -26.021 31.211  0.2687
H -2.362 -26.438 30.950  -0.0144
H -0.633 -29.004 29.081  0.2487
H 0.531 -27.724 29.397  0.5555
H -1.109 -27.255 28.902  0.3754
C -8.981 -22.151 19.452  -0.5023
O -9.174 -21.285 20.610  -0.3628
C -8.122 -20.298 20.789  -0.6034
C -8.013 -19.710 22.181  -0.2598
N -7.357 -20.670 23.070  0.3763
C -6.947 -20.039 24.320  -1.4608
C -6.165 -21.033 25.139  2.2043
O -7.107 -22.069 25.568  -0.7784
C -6.435 -23.220 26.058  -0.4897
H -9.109 -21.605 18.517  0.3393
H -9.657 -23.005 19.506  0.1520
H -7.955 -22.507 19.539  0.1542
H -8.436 -19.439 20.195  0.4585
H -7.170 -20.629 20.374  0.3112
H -9.027 -19.511 22.529  0.3261
H -7.478 -18.761 22.138  -0.1569
H -8.012 -21.413 23.270  0.2106
H -7.788 -19.765 24.957  0.3631
H -6.336 -19.142 24.220  0.1433
H -5.753 -20.516 26.006  -0.1576
H -5.255 -21.391 24.658  -0.8650
H -5.774 -23.614 25.286  -0.0599
H -7.033 -24.069 26.389  0.5953
H -5.836 -22.911 26.915  0.1411
C -5.798 -27.125 24.750  0.3173
O -6.931 -27.770 24.271  -0.5122
C -6.772 -28.415 23.010  0.2998
C -8.123 -28.935 22.543  -1.2481
N -9.163 -27.899 22.288  -0.4268
C -8.954 -27.330 20.983  -0.4857
C -9.560 -25.929 20.991  -0.5251
O -9.145 -25.108 22.077  -0.4439
C -7.794 -24.650 22.069  0.2868
H -5.051 -27.918 24.772  -0.0436
H -5.944 -26.705 25.745  0.2771
H -5.535 -26.310 24.075  -0.1857
H -6.050 -29.226 23.109  0.0971
H -6.407 -27.683 22.290  0.1069
H -8.420 -29.527 23.409  0.4096
H -8.082 -29.590 21.672  0.4040
H -9.144 -27.187 23.004  0.3458
H -9.518 -27.902 20.246  0.4133
H -7.895 -27.163 20.784  0.2968
H -10.629 -25.996 21.194  0.3369
H -9.350 -25.479 20.020  0.2946
H -7.526 -24.247 21.092  0.2267
H -7.084 -25.461 22.233  -0.2171
H -7.497 -23.846 22.742  -0.1519
C -3.675 -31.608 34.386  -0.5590
O -3.769 -31.694 33.006  -0.4591
C -2.721 -31.119 32.217  1.1349
C -3.004 -31.174 30.687  -0.8715
N -4.180 -30.501 30.286  -0.3236
C -4.117 -29.086 30.538  0.5150
C -5.259 -28.365 29.749  -0.7909
O -6.533 -28.656 30.308  -0.3920
C -7.617 -27.943 29.762  -0.7802
H -2.665 -31.787 34.755  0.1752
H -4.417 -32.253 34.857  0.3053
H -3.948 -30.583 34.635  0.2399
H -1.806 -31.671 32.434  0.3591
H -2.564 -30.070 32.466  -0.8542
H -3.171 -32.229 30.471  0.5447
H -2.130 -30.799 30.155  0.0267
H -4.981 -30.840 30.800  0.3557
H -3.140 -28.680 30.277  -0.2842
H -4.349 -28.766 31.554  0.0731
H -5.207 -28.596 28.685  0.3755
H -5.098 -27.287 29.760  0.3837
H -8.471 -28.145 30.408  0.2965
H -7.913 -28.130 28.729  0.2595
H -7.437 -26.881 29.927  0.3281
C -7.876 -20.153 28.161  -0.2937
O -7.801 -19.400 29.329  -0.4858
C -6.432 -19.189 29.778  -0.8110
C -5.883 -17.770 29.389  -0.3968
N -4.425 -17.771 29.640  0.0140
C -3.825 -16.422 29.574  -0.3738
C -3.900 -15.861 28.108  -0.0890
O -3.306 -14.547 28.093  -0.4281
C -3.092 -14.042 26.837  -0.6967
H -8.894 -20.320 27.807  0.3132
H -7.426 -21.143 28.243  0.2347
H -7.301 -19.581 27.434  0.0043
H -5.791 -19.978 29.384  0.2964
H -6.361 -19.203 30.865  0.4285
H -6.361 -17.105 30.108  0.2756
H -6.188 -17.561 28.364  0.2832
H -4.212 -18.291 30.479  0.2356
H -2.763 -16.397 29.820  -0.1917
H -4.310 -15.828 30.348  0.3421
H -4.889 -15.760 27.662  0.5746
H -3.398 -16.521 27.400  -0.0143
H -2.237 -14.467 26.311  0.2559
H -3.024 -12.967 27.006  0.2650
H -3.919 -14.337 26.191  0.3009
C 6.599 -19.206 19.723  -0.8598
O 6.362 -20.482 20.337  -0.2511
C 6.288 -21.487 19.328  -0.6996
C 6.077 -22.815 20.101  -0.6982
N 4.737 -23.224 20.400  -0.3314
C 4.635 -24.301 21.283  -1.1186
C 3.297 -24.397 22.018  0.3153
O 3.123 -23.218 22.780  -0.3430
C 2.276 -23.396 23.944  0.4674
H 6.570 -18.436 20.494  0.2771
H 5.722 -18.923 19.142  0.3434
H 7.422 -19.096 19.017  0.3162
H 7.256 -21.566 18.834  0.4451
H 5.421 -21.334 18.685  0.3524
H 6.693 -22.699 20.993  0.3691
H 6.537 -23.662 19.592  0.4681
H 4.320 -22.442 20.886  0.2206
H 5.392 -24.330 22.067  0.4509
H 4.772 -25.210 20.697  0.3857
H 3.240 -25.353 22.540  0.0736
H 2.589 -24.392 21.189  0.0993
H 1.361 -23.882 23.605  -0.1787
H 1.989 -22.482 24.465  -0.3437
H 2.739 -24.075 24.660  0.3389